# 1
79
Properties=species:S:1:pos:R:3 method="wB97M-V/def2-TZVPD" relative_energy_kcal_mol=126.2 s_squared=0.765 orbital_gap_ev="6.2 / 6.6" spin_multiplicity=2 total_charge=0 homo_energy_ha="-0.2852 / -0.2853"
Cr 0.278 0.684 0.547
N 2.969 -1.287 1.036
C 2.780 -0.359 1.971
N 3.715 -0.053 2.804
C 3.488 0.913 3.740
N 4.536 1.198 4.523
N 2.366 1.565 3.889
C 1.302 1.140 3.150
N 1.455 0.181 2.051
C 0.199 2.116 2.930
C -0.015 3.211 3.743
C -1.121 4.011 3.492
C -1.987 3.642 2.472
C -1.685 2.540 1.696
N -0.590 1.804 1.893
H 3.936 -1.502 0.834
H 2.316 -1.317 0.251
H 5.426 0.802 4.278
H 4.474 1.986 5.142
H 0.689 3.416 4.532
H -1.304 4.894 4.085
H -2.873 4.219 2.266
H -2.321 2.212 0.886
O 0.821 -0.187 3.260
S -0.698 -2.076 1.782
O -1.992 -2.717 1.966
O -0.817 -0.799 0.909
C 0.189 -3.115 0.541
C 1.108 -3.974 1.120
C 1.929 -4.759 0.333
C 1.849 -4.635 -1.047
C 0.939 -3.770 -1.620
C 0.063 -3.006 -0.837
P -0.912 -1.747 -1.742
C -1.603 -2.820 -3.079
C -2.042 -2.162 -4.223
C -2.653 -2.855 -5.251
C -2.826 -4.225 -5.148
C -2.386 -4.893 -4.017
C -1.781 -4.197 -2.987
C -2.537 -1.583 -0.886
C -3.026 -0.284 -0.792
C -4.239 -0.036 -0.179
C -4.978 -1.089 0.334
C -4.504 -2.385 0.223
C -3.287 -2.638 -0.387
H 1.161 -4.016 2.196
H 2.630 -5.444 0.783
H 2.505 -5.213 -1.680
H 0.902 -3.669 -2.696
H -1.900 -1.092 -4.296
H -2.996 -2.328 -6.132
H -3.306 -4.770 -5.948
H -2.521 -5.963 -3.937
H -1.442 -4.727 -2.108
H -2.428 0.527 -1.183
H -4.600 0.978 -0.092
H -5.910 -0.895 0.843
H -5.061 -3.205 0.647
H -2.918 -3.652 -0.446
O 3.104 -0.374 -2.811
As 2.515 0.782 -1.537
O 3.871 0.978 -0.682
O 1.308 -0.163 -0.888
C 2.059 2.264 -2.734
C 2.664 2.384 -3.978
C 2.366 3.472 -4.783
C 1.496 4.457 -4.340
C 0.906 4.351 -3.088
C 1.195 3.246 -2.309
S 0.421 2.925 -0.748
O -0.125 4.142 -0.224
O 1.458 2.328 0.134
O -0.579 1.872 -0.982
H 4.062 -0.421 -2.760
H 3.357 1.618 -4.304
H 2.818 3.541 -5.762
H 1.274 5.306 -4.969
H 0.241 5.109 -2.703

---

# 2
26
Properties=species:S:1:pos:R:3 method="wB97M-V/def2-TZVPD" relative_energy_kcal_mol=87.8 orbital_gap_ev=7.5 smiles="NN[C@H]1[NH+]=Cc2ccccc2/C1=C/O" total_charge=+1 homo_energy_ha=-0.4422
C 1.939 3.211 -0.219
C 1.752 2.920 1.077
C 1.315 2.429 -1.165
C 1.049 1.833 1.462
C 0.272 0.441 -1.949
C 0.723 1.207 -0.835
C 0.506 0.852 0.535
C -0.036 -0.415 0.854
C -0.585 -1.377 -0.498
C -0.053 -1.226 1.937
N -0.272 -0.741 -1.768
N -1.927 -1.477 -0.397
N -2.414 -2.725 -0.840
O -0.652 -2.492 1.782
H 2.454 4.154 -0.460
H 2.274 3.694 1.643
H 1.309 2.343 -2.274
H 0.936 1.605 2.489
H 0.311 0.817 -3.067
H -0.079 -2.371 -0.457
H 0.272 -1.099 2.975
H -0.463 -1.302 -2.617
H -2.466 -1.153 0.435
H -3.351 -2.541 -0.953
H -2.209 -3.534 -0.200
H -0.604 -3.052 2.508

---

# 3
11
Properties=species:S:1:pos:R:3 method="wB97M-V/def2-TZVPD" relative_energy_kcal_mol=126.2 orbital_gap_ev=10.1 total_charge=0 homo_energy_ha=-0.3440
C 0.358 1.112 -0.874
C -0.131 -0.030 0.026
N -0.178 -2.364 -0.216
N 0.823 2.058 -0.194
O 0.589 -1.137 -0.157
F -1.479 -0.213 -0.432
F -0.419 0.329 1.305
F -0.466 -2.700 1.076
H 1.001 2.126 0.785
H 1.047 2.902 -0.706
H -1.145 -2.084 -0.614

---

# 4
14
Properties=species:S:1:pos:R:3 method="wB97M-V/def2-TZVPD" relative_energy_kcal_mol=50.0 orbital_gap_ev=10.5 smiles="NCCNC=O" total_charge=0 homo_energy_ha=-0.3580
C -0.078 1.717 0.552
N 0.608 0.536 0.768
C 0.700 -0.545 -0.256
C -0.544 -1.412 -0.447
N -0.558 -2.412 -1.587
O 0.056 2.666 1.333
H -1.003 1.419 0.104
H 1.103 0.588 1.615
H 1.631 -1.183 -0.074
H 0.773 0.003 -1.193
H -0.583 -2.108 0.358
H -1.380 -0.716 -0.643
H -1.483 -2.764 -1.750
H -0.331 -1.999 -2.450

---

# 5
50
Properties=species:S:1:pos:R:3 method="wB97M-V/def2-TZVPD" relative_energy_kcal_mol=22.4 orbital_gap_ev=3.5 total_charge=0 homo_energy_ha=-0.2081
C -4.444 -2.063 0.172
C -3.110 -1.365 0.011
O -2.097 -2.195 0.643
C -0.807 -2.015 0.196
C 0.096 -2.817 0.994
C 1.467 -3.000 0.693
C 2.328 -1.903 0.385
C 3.714 -2.037 0.434
Cl 4.701 -0.635 0.326
C 4.304 -3.303 0.587
C 3.467 -4.433 0.665
C 2.086 -4.292 0.755
O -0.526 -1.273 -0.770
H -5.262 -1.398 -0.116
H -4.491 -2.935 -0.486
H -4.598 -2.381 1.209
H -2.876 -1.206 -1.051
H -3.116 -0.403 0.541
H -0.400 -3.551 1.625
H 1.861 -0.955 0.165
H 5.390 -3.394 0.626
H 3.915 -5.434 0.676
H 1.431 -5.166 0.857
C 1.967 3.426 -4.229
C 2.793 2.658 -3.397
C 2.321 2.202 -2.163
C 0.994 2.501 -1.752
C 0.452 1.962 -0.536
O -0.846 2.305 -0.351
C -1.453 2.009 0.850
C -0.853 1.115 1.760
C -1.532 0.871 2.976
C -2.746 1.482 3.222
C -3.342 2.307 2.258
C -2.701 2.575 1.057
C 0.385 0.557 1.395
C 1.126 1.194 0.403
C 0.196 3.325 -2.579
C 0.671 3.756 -3.811
H 2.333 3.759 -5.199
H 3.804 2.384 -3.713
H 2.935 1.573 -1.509
H -1.044 0.212 3.691
H -3.247 1.313 4.171
H -4.330 2.726 2.436
H -3.142 3.189 0.273
H 0.822 -0.220 2.020
H 2.204 1.056 0.307
H -0.814 3.585 -2.265
H 0.012 4.334 -4.454

---

# 6
23
Properties=species:S:1:pos:R:3 method="wB97M-V/def2-TZVPD" relative_energy_kcal_mol=53.0 orbital_gap_ev=6.4 total_charge=-1 homo_energy_ha=-0.1186
C 2.644 -0.622 0.189
C -0.890 -0.697 -0.553
C -0.823 -0.322 0.876
C -0.284 0.566 -0.235
C -0.353 -1.900 -1.178
C -2.058 0.149 1.695
C -0.622 2.034 -0.609
N 3.855 -0.098 0.191
N 3.706 1.158 -0.271
N 2.506 1.447 -0.546
N 1.784 0.361 -0.247
O 2.278 -1.766 0.570
H -1.841 -0.587 -0.947
H -0.015 -0.852 1.549
H 0.626 -2.160 -0.952
H -0.270 -1.769 -2.266
H -1.034 -2.677 -1.044
H -1.746 0.644 2.561
H -2.733 -0.571 2.074
H -2.659 0.804 1.131
H 0.349 2.587 -0.494
H -1.415 2.222 0.188
H -1.006 2.052 -1.680

---

# 7
86
Properties=species:S:1:pos:R:3 method="wB97M-V/def2-TZVPD" s_squared=3.813 orbital_gap_ev="7.0 / 5.5" spin_multiplicity=4 total_charge=0 homo_energy_ha="-0.2851 / -0.2913"
Mn 0.408 -0.512 0.288
C -0.433 2.488 0.954
P -0.820 1.317 -0.420
C -2.631 1.161 -0.491
C -3.534 1.957 0.205
C -4.898 1.769 0.026
C -5.365 0.792 -0.840
C -4.468 -0.019 -1.521
C -3.108 0.162 -1.343
C -0.505 2.235 -1.972
C 0.716 2.144 -2.634
C 0.968 2.904 -3.766
C -0.012 3.746 -4.268
C -1.248 3.809 -3.644
C -1.496 3.062 -2.504
C -0.347 1.614 2.172
C -0.581 1.810 3.515
C -0.528 0.530 4.139
C -0.267 -0.388 3.151
C -0.227 -1.890 3.093
P -0.758 -2.233 1.350
C -0.363 -3.940 0.864
C -0.896 -4.361 -0.356
C -0.535 -5.588 -0.891
C 0.360 -6.402 -0.211
C 0.877 -5.996 1.011
C 0.519 -4.769 1.550
C -2.564 -2.305 1.604
C -3.227 -1.115 1.899
C -4.582 -1.123 2.187
C -5.288 -2.317 2.172
C -4.628 -3.506 1.901
C -3.270 -3.506 1.627
N -0.132 0.278 1.958
H -1.197 3.260 1.042
H 0.501 2.986 0.696
H -3.184 2.726 0.882
H -5.597 2.389 0.574
H -6.430 0.659 -0.978
H -4.831 -0.795 -2.183
H -2.393 -0.462 -1.870
H 1.466 1.450 -2.303
H 1.928 2.821 -4.260
H 0.186 4.337 -5.154
H -2.028 4.437 -4.055
H -2.464 3.123 -2.023
H -0.757 2.751 4.011
H -0.671 0.325 5.189
H -0.926 -2.346 3.793
H 0.774 -2.292 3.267
H -1.579 -3.714 -0.893
H -0.937 -5.904 -1.845
H 0.659 -7.349 -0.640
H 1.575 -6.635 1.535
H 0.943 -4.453 2.494
H -2.665 -0.192 1.931
H -5.088 -0.196 2.419
H -6.348 -2.324 2.389
H -5.170 -4.444 1.913
H -2.759 -4.441 1.440
S 4.196 -5.731 -2.951
C 3.379 -4.516 -2.240
S 3.681 -3.993 -0.608
C 2.434 -2.787 -0.524
C 1.685 -2.608 -1.675
S 0.386 -1.524 -1.808
S 2.116 -3.608 -3.030
S 2.196 -1.950 0.930
O 3.350 -0.048 -1.348
C 2.940 0.821 -0.599
O 1.826 0.836 0.059
C 3.751 2.087 -0.423
C 3.384 3.042 0.512
C 4.076 4.240 0.571
C 5.159 4.497 -0.248
C 5.532 3.510 -1.142
C 4.837 2.318 -1.253
N 6.699 3.743 -2.006
O 7.197 4.852 -1.988
O 7.088 2.813 -2.684
N 3.630 5.277 1.509
O 4.328 6.263 1.634
O 2.589 5.079 2.107
H 2.572 2.854 1.198
H 5.695 5.432 -0.194
H 5.130 1.575 -1.981

---

# 8
63
Properties=species:S:1:pos:R:3 method="wB97M-V/def2-TZVPD" s_squared=0.753 orbital_gap_ev="2.0 / 8.3" spin_multiplicity=2 total_charge=-1 homo_energy_ha="-0.0090 / -0.2395"
Cl -1.736 5.661 -1.157
C -0.003 5.329 -1.411
C 0.863 5.205 -0.131
Cl 0.900 6.744 0.759
H 0.441 6.146 -1.980
H 0.174 4.457 -2.040
H 1.902 4.942 -0.330
H 0.386 4.461 0.508
Cl -1.097 -4.068 0.700
C -1.352 -4.749 -0.884
C -2.475 -3.978 -1.512
Cl -2.584 -4.347 -3.219
H -1.679 -5.778 -0.740
H -0.383 -4.730 -1.384
H -2.357 -2.899 -1.410
H -3.415 -4.353 -1.106
Cl 4.819 -0.851 -3.476
C 5.285 0.920 -3.524
C 4.126 1.763 -3.132
Cl 3.473 1.461 -1.504
H 5.665 1.133 -4.523
H 6.068 1.064 -2.779
H 3.252 1.738 -3.783
H 4.474 2.795 -3.077
Cl -2.307 3.770 3.373
C -3.012 2.144 3.465
C -3.392 1.794 4.904
Cl -3.964 0.171 5.190
H -2.225 1.492 3.085
H -3.881 2.170 2.809
H -4.180 2.412 5.334
H -2.505 1.825 5.537
Cl 0.527 1.973 1.182
C 0.939 0.234 0.842
C -0.123 -0.553 0.201
Cl -1.627 -0.753 1.225
H 1.283 -0.214 1.774
H 1.823 0.238 0.204
H 0.209 -1.566 -0.027
H -0.450 -0.249 -0.793
Cl -0.195 -1.900 -7.717
C -0.416 -2.431 -6.012
C 0.159 -1.300 -5.058
Cl -0.427 -1.440 -3.404
H 0.079 -3.393 -5.885
H -1.478 -2.573 -5.808
H -0.075 -0.305 -5.435
H 1.234 -1.448 -4.957
C -5.126 -1.540 1.244
Cl -6.437 -1.919 0.079
Cl -4.058 -2.948 1.370
Cl -5.926 -0.948 2.735
H -4.577 -0.708 0.802
C 0.170 -2.016 4.431
Cl -0.220 -0.310 4.370
Cl 1.381 -2.381 3.063
Cl -1.253 -3.085 4.266
H 0.613 -2.304 5.385
C 5.008 -0.029 3.853
Cl 5.695 1.177 4.911
Cl 3.989 0.684 2.568
Cl 4.167 -1.338 4.708
H 5.833 -0.501 3.321

---

# 9
43
Properties=species:S:1:pos:R:3 method="wB97M-V/def2-TZVPD" relative_energy_kcal_mol=0.0 orbital_gap_ev=6.4 total_charge=+2 homo_energy_ha=-0.4858
Y 0.270 0.930 0.723
P 2.422 -0.725 1.211
C 2.383 -0.830 -0.650
C 1.105 -1.375 -1.270
N -0.048 -0.794 -0.839
C -1.241 -1.208 -1.340
C -1.279 -2.165 -2.334
C -0.112 -2.727 -2.825
C 1.104 -2.329 -2.274
C -2.526 -0.611 -0.802
P -2.386 1.041 0.018
H 2.061 -2.731 -2.610
H -2.255 -2.439 -2.734
H -0.137 -3.457 -3.633
H -3.235 -0.518 -1.640
H -2.964 -1.302 -0.059
H 2.522 0.242 -1.020
H 3.241 -1.447 -0.940
H 0.832 3.278 -0.652
O 1.365 2.359 -0.684
H 2.069 2.403 -1.359
H -0.421 3.733 0.776
O -0.344 4.017 -0.177
H -0.466 4.983 -0.182
C -2.850 2.146 -1.348
H -3.880 1.943 -1.665
H -2.772 3.190 -1.017
H -2.172 1.996 -2.198
C -3.857 1.052 1.085
H -3.767 1.905 1.772
H -4.784 1.149 0.502
H -3.885 0.127 1.679
C 2.190 -2.438 1.751
H 3.120 -3.013 1.669
H 1.888 -2.387 2.806
H 1.395 -2.931 1.184
C 4.188 -0.453 1.550
H 4.265 -0.195 2.616
H 4.786 -1.355 1.352
H 4.572 0.390 0.958
Se -0.213 -0.371 5.652
C -0.128 0.249 4.031
N -0.055 0.669 2.916

---

# 10
88
Properties=species:S:1:pos:R:3 method="wB97M-V/def2-TZVPD" relative_energy_kcal_mol=134.5 orbital_gap_ev=9.4 smiles=COC[C@H](C)N.COC[C@H](C)N.COC[C@H](C)N.COC[C@H](C)N.OCCO.OCCO total_charge=0 homo_energy_ha=-0.3315
C 0.555 -4.004 7.459
C 1.254 -5.344 7.437
C 0.600 -6.318 8.383
O 1.474 -7.383 8.732
C 2.336 -7.129 9.827
N 1.109 -5.874 6.060
H -0.532 -4.043 7.374
H 0.924 -3.268 6.741
H 0.715 -3.460 8.403
H 2.314 -5.229 7.689
H -0.303 -6.770 7.975
H 0.315 -5.770 9.295
H 2.953 -8.030 9.876
H 1.747 -7.017 10.738
H 3.029 -6.307 9.636
H 1.580 -5.280 5.388
H 1.553 -6.784 6.003
C 0.129 1.033 7.678
C -0.819 0.174 6.851
C -0.182 -0.238 5.552
O -1.191 -0.805 4.728
C -0.648 -1.486 3.629
N -1.175 -1.017 7.628
H -0.376 1.542 8.499
H 0.709 1.749 7.093
H 0.912 0.408 8.128
H -1.689 0.812 6.647
H 0.617 -0.974 5.703
H 0.232 0.655 5.063
H -0.193 -2.434 3.952
H 0.081 -0.886 3.077
H -1.464 -1.766 2.962
H -1.646 -0.649 8.457
H -1.951 -1.496 7.175
C 2.241 -9.795 5.949
C 1.884 -9.227 4.558
C 1.986 -10.317 3.530
O 3.320 -10.808 3.569
C 3.482 -12.106 3.038
N 0.507 -8.690 4.537
H 3.215 -9.383 6.276
H 2.419 -10.867 5.914
H 1.634 -9.396 6.762
H 2.545 -8.386 4.352
H 1.807 -9.949 2.513
H 1.253 -11.104 3.753
H 2.714 -12.289 2.276
H 3.440 -12.854 3.833
H 4.436 -12.173 2.515
H 0.364 -8.023 5.285
H -0.147 -9.446 4.713
C 0.487 -9.826 11.752
C 1.126 -10.598 10.629
C 0.746 -12.060 10.737
O 1.659 -12.817 9.965
C 1.353 -14.184 10.003
N 0.598 -10.085 9.348
H 0.889 -10.106 12.735
H -0.593 -9.958 11.788
H 0.721 -8.757 11.714
H 2.223 -10.590 10.665
H -0.284 -12.219 10.395
H 0.796 -12.340 11.800
H 1.437 -14.599 11.017
H 2.067 -14.735 9.388
H 0.358 -14.433 9.614
H 0.942 -9.146 9.141
H 1.012 -10.675 8.628
C -0.786 -1.994 11.291
C -1.471 -3.216 10.670
O -2.625 -3.636 11.328
O -1.207 -1.534 12.568
H -0.934 -1.128 10.631
H 0.302 -2.111 11.311
H -0.741 -4.028 10.604
H -1.564 -2.971 9.602
H -3.261 -2.913 11.311
H -1.761 -2.224 12.953
C -3.594 -4.166 7.815
C -5.100 -4.063 8.061
O -5.798 -5.247 7.772
O -3.271 -5.098 6.792
H -3.064 -4.480 8.723
H -3.174 -3.193 7.570
H -5.524 -3.233 7.473
H -5.313 -3.768 9.091
H -5.426 -5.598 6.955
H -3.379 -5.989 7.136

---

# 11
9
Properties=species:S:1:pos:R:3 method="wB97M-V/def2-TZVPD" relative_energy_kcal_mol=0.0 s_squared=0.756 orbital_gap_ev="8.3 / 9.8" spin_multiplicity=2 total_charge=+2 homo_energy_ha="-0.6760 / -0.7442"
F -1.144 2.665 -0.279
O -0.615 0.078 -0.170
Mg -2.191 1.213 -0.686
Rb 0.725 3.167 0.290
C 1.111 -1.351 0.043
C -0.274 -1.111 0.143
H 1.434 -2.356 0.380
F 1.918 -0.353 0.260
H -0.965 -1.953 0.019

---

no.,molar mass (g mol⁻¹),calculated total energy (eV)
1,861.627,-181207.91215
2,190.226,-17072.62041
3,128.053,-15297.24234
4,88.110,-8267.15667
5,404.893,-44928.06974
6,167.192,-15441.80625
7,924.908,-162777.01289
8,951.894,-278964.29202
9,457.142,-104847.95612
10,480.688,-43984.55467
11,189.806,-15671.87216